(1)
# C4H7N3S

One molecule with the formula C4H7N3S (ωB97M-V with the def2-TZVPD basis set, the Open Molecules 2025 dataset).

Output
SMILES string: [H]/N=C/N/C(N)=C\C=S
E_tot: -19563.4826 eV
HOMO level: -0.2884 Ha

Last column: natural (NBO) charge in e.
Positions of all 15 atoms, in Å:
1 C -0.31851 0.18472 0.77071  0.423
2 C -0.72927 -0.07579 -1.60525  0.270
3 C 0.96207 -0.06814 1.11826  -0.363
4 C 1.76977 -1.03850 0.54150  -0.261
5 H -2.12583 1.39126 0.74749  0.417
6 H -0.41848 1.81273 1.91880  0.409
7 H -2.03278 -0.79024 0.08693  0.417
8 H -1.61833 -0.04263 -2.41202  0.171
9 H 0.65180 0.21519 -2.96715  0.370
10 H 1.25786 0.78528 1.87514  0.193
11 H 1.09080 -1.52164 -0.11685  0.191
12 N -1.15769 1.07197 1.42971  -0.826
13 N -1.12906 -0.45264 -0.21817  -0.701
14 N 0.50812 0.09190 -1.90938  -0.673
15 S 3.28952 -1.56348 0.74026  -0.036

(2)
# C4H7N3S

One molecule with the formula C4H7N3S (ωB97M-V with the def2-TZVPD basis set, the Open Molecules 2025 dataset).

Output
SMILES string: N/N=C1/C=C(N)CS1
E_tot: -19565.8746 eV
HOMO level: -0.2819 Ha

Last column: natural (NBO) charge in e.
Positions of all 15 atoms, in Å:
1 C 1.05912 -0.39444 -0.12852  0.054
2 C -0.94175 1.26877 0.02114  -0.520
3 C -1.31832 -0.15556 -0.10619  0.189
4 C -0.31125 -1.04682 -0.10831  -0.320
5 H 4.11760 -0.61825 0.21577  0.373
6 H 3.10458 0.77713 0.32458  0.347
7 H -1.29905 1.71610 0.94114  0.224
8 H -1.36705 1.87260 -0.78166  0.231
9 H -3.25731 0.23572 0.34419  0.374
10 H -2.95995 -1.37341 0.00179  0.383
11 H -0.49840 -2.11387 -0.14927  0.227
12 N 3.24625 -0.14488 -0.10994  -0.663
13 N 2.16913 -0.98174 -0.08654  -0.269
14 N -2.68829 -0.41404 -0.19014  -0.799
15 S 0.94469 1.37267 -0.18803  0.168

E_LUMO readings, ordered: -0.009; 0.693 eV